No. 1
The following is a DFT calculation (ωB97M-V with the def2-TZVPD basis set) of a single C10H21N5O4 molecule in a non-equilibrium geometry.

Highest occupied orbital energy = -8.61 eV
Kohn-Sham gap = 9.251 eV
ΔE to the lowest compared entry with this formula, charge and spin = 78.74 kcal/mol
SMILES string = [H]/N=C(\N)NCCC[C@H](NC(=O)[C@@H](N)[C@@H](C)O)C(=O)O
LUMO level = 0.0235 Ha
Multiplicity = 1

Positions of all 40 atoms, in Å:
1 O -0.903 1.055 -1.696
2 O -4.220 0.267 1.182
3 O -4.571 -1.048 -0.726
4 O 2.151 1.894 -0.131
5 N -0.221 2.279 1.554
6 N 3.874 -2.908 0.393
7 N 1.663 -2.707 -0.213
8 N -1.484 0.280 0.403
9 N 2.787 -0.712 0.263
10 C -0.925 1.186 -0.502
11 C -0.263 2.414 0.087
12 C -1.962 -2.182 0.314
13 C 1.051 2.679 -0.684
14 C 2.808 -1.984 0.084
15 C 0.439 -1.952 -0.378
16 C -3.818 -0.281 0.147
17 C 1.559 4.145 -0.467
18 C -2.365 -0.664 -0.094
19 C -0.870 -2.716 -0.643
20 H 1.555 -3.734 -0.275
21 H 1.789 1.194 0.337
22 H 4.752 -2.525 0.752
23 H -0.745 -3.775 -0.342
24 H 0.702 2.368 1.972
25 H -5.519 -1.112 -0.522
26 H 0.238 -1.310 0.637
27 H -1.641 0.773 1.272
28 H 0.985 2.394 -1.770
29 H 3.571 -0.074 0.296
30 H 0.515 -1.137 -1.205
31 H -2.919 -2.873 0.228
32 H -2.193 -0.615 -1.216
33 H -1.023 3.256 -0.043
34 H -1.130 -2.441 -1.660
35 H -0.509 3.264 1.832
36 H 3.367 -3.786 0.633
37 H 1.113 4.864 -1.144
38 H 2.614 4.042 -0.563
39 H -1.586 -2.210 1.340
40 H 1.333 4.394 0.550

Here are the natural (NBO) charges for atoms 1 to 8, given in e: -0.619 -0.581 -0.701 -0.740 -0.845 -0.877 -0.653 -0.643



No. 2
The following is a DFT calculation (ωB97M-V with the def2-TZVPD basis set) of a single C10H21NO4Si molecule in a non-equilibrium geometry.

Highest occupied orbital energy = -9.76 eV
Kohn-Sham gap = 10.496 eV
ΔE to the lowest compared entry with this formula, charge and spin = 0.00 kcal/mol
SMILES string = CCO[Si](CCCOC#N)(OCC)OCC
LUMO level = 0.0270 Ha
Multiplicity = 1

Positions of all 37 atoms, in Å:
1 Si -0.096 0.570 -0.401
2 O -0.932 0.055 -1.732
3 O 0.159 -0.920 0.319
4 O -0.939 1.631 3.841
5 O 1.471 1.271 -0.445
6 N -2.421 -0.236 3.522
7 C 0.116 1.574 2.979
8 C -1.142 1.641 0.774
9 C -1.669 -1.499 -3.476
10 C 3.732 1.351 -1.156
11 C -1.717 0.658 3.669
12 C -0.556 -1.000 -2.590
13 C -0.941 -1.632 0.818
14 C -0.218 2.373 1.707
15 C -0.879 -3.116 0.838
16 C 2.364 0.716 -1.326
17 H -0.973 -3.489 -0.157
18 H -0.795 3.251 2.057
19 H 3.694 2.406 -1.345
20 H -2.000 -0.597 -3.985
21 H -1.003 -1.320 1.837
22 H -1.772 0.978 1.364
23 H 1.013 1.925 3.632
24 H 0.209 -0.536 -3.233
25 H -1.583 2.283 0.061
26 H -2.464 -2.043 -2.986
27 H -0.087 -1.856 -2.085
28 H -1.320 -2.235 -4.267
29 H 1.980 0.758 -2.343
30 H 0.514 0.569 2.737
31 H 0.690 2.766 1.289
32 H -1.811 -1.259 0.365
33 H 4.418 0.871 -1.843
34 H 4.039 1.251 -0.112
35 H 2.410 -0.351 -1.146
36 H -1.670 -3.548 1.462
37 H 0.179 -3.258 1.356

Here are the natural (NBO) charges for atoms 1 to 8, given in e: 2.295 -0.913 -0.931 -0.462 -0.882 -0.434 -0.084 -0.915



No. 3
The following is a DFT calculation (ωB97M-V with the def2-TZVPD basis set) of a gas-phase ion, C10H21O3Si (charge -1) in a non-equilibrium geometry.

Highest occupied orbital energy = -4.16 eV
Kohn-Sham gap = 7.475 eV
ΔE to the lowest compared entry with this formula, charge and spin = 8.41 kcal/mol
LUMO level = 0.1220 Ha
Net charge = -1
Multiplicity = 1

Positions of all 35 atoms, in Å:
1 Si 1.374 -0.429 2.204
2 O 2.611 -1.124 -1.373
3 O 0.855 1.209 -0.048
4 O 2.767 -1.367 0.830
5 C 0.881 -0.220 0.176
6 C -0.339 -0.314 -1.776
7 C -1.634 -0.242 0.320
8 C -3.122 -0.382 -0.295
9 C -3.979 0.712 0.339
10 C -0.325 -2.375 -0.365
11 C -0.403 -0.850 -0.396
12 C 2.193 -0.903 -0.220
13 C 3.228 1.998 0.089
14 C 1.917 1.852 -0.718
15 H -1.086 -0.816 -2.317
16 H 2.034 1.277 -1.712
17 H -3.930 0.512 1.441
18 H 2.681 0.289 2.553
19 H -4.970 0.807 -0.072
20 H 0.468 0.419 3.063
21 H -1.225 -2.903 -0.704
22 H 0.519 -2.630 -1.015
23 H 3.811 1.146 0.105
24 H -1.524 0.850 0.620
25 H -0.504 0.833 -1.907
26 H -2.997 -0.031 -1.323
27 H -3.514 1.741 0.300
28 H 0.666 -0.714 -2.107
29 H -0.179 -2.709 0.686
30 H -3.445 -1.364 -0.167
31 H 3.611 2.969 -0.276
32 H 2.908 2.368 1.093
33 H 1.411 2.805 -0.863
34 H -1.627 -0.669 1.373
35 H 0.866 -1.746 2.460

Here are the natural (NBO) charges for atoms 1 to 8, given in e: 0.906 -0.728 -0.602 -0.767 -0.095 -0.648 -0.385 -0.410



No. 4
The following is a DFT calculation (ωB97M-V with the def2-TZVPD basis set) of a molecular structure, C10H22Cl2IIrO3P2 in a non-equilibrium geometry.

Highest occupied orbital energy (spin up / spin down) = -13.89 / -16.58 eV
Kohn-Sham gap (spin up / spin down) = 6.777 / 5.924 eV
ΔE to the lowest compared entry with this formula, charge and spin = 0.00 kcal/mol
LUMO level (spin up / spin down) = -0.2616 / -0.3918 Ha
Net charge = +2
Multiplicity = 5

Positions of all 41 atoms, in Å:
1 Ir -0.135 0.186 -0.010
2 I 2.596 0.249 -1.133
3 Cl -1.118 -0.137 5.237
4 Cl -0.190 -2.507 3.671
5 P 0.524 -2.091 -0.484
6 P 0.356 2.449 -0.302
7 O -3.062 0.596 -0.003
8 O -0.421 0.393 2.251
9 O -2.238 -0.784 1.649
10 C 1.014 -2.577 -2.204
11 C -2.060 0.071 0.355
12 C 0.419 3.153 -1.987
13 C -1.303 -0.433 2.529
14 C -0.279 0.195 -2.061
15 C 1.782 3.246 0.489
16 C -0.955 -3.127 -0.157
17 C 1.785 -3.011 0.465
18 C -1.365 -1.209 3.847
19 C -1.057 3.328 0.429
20 H 1.901 -2.019 -2.539
21 H 1.825 -4.027 0.046
22 H 2.767 -2.533 0.366
23 H -0.580 3.132 -2.437
24 H 1.130 2.618 -2.625
25 H -0.981 1.020 -2.238
26 H 1.691 3.138 1.574
27 H 0.192 -2.392 -2.905
28 H 0.633 0.350 -2.642
29 H 2.721 2.796 0.151
30 H -0.793 -4.105 -0.636
31 H -1.090 -3.262 0.928
32 H 1.256 -3.648 -2.200
33 H 1.477 -3.056 1.516
34 H -0.786 4.386 0.482
35 H -2.359 -1.636 3.939
36 H -1.846 -2.643 -0.582
37 H -1.254 2.936 1.432
38 H 0.743 4.194 -1.878
39 H 1.768 4.313 0.226
40 H -1.943 3.192 -0.199
41 H -0.766 -0.742 -2.360

Here are the natural (NBO) charges for atoms 1 to 8, given in e: 0.791 0.242 0.090 0.055 1.066 1.152 -0.429 -0.626



No. 5
The following is a DFT calculation (ωB97M-V with the def2-TZVPD basis set) of a molecular structure, C10H22N7OS3Zr in a non-equilibrium geometry.

Highest occupied orbital energy = -9.07 eV
Kohn-Sham gap = 6.692 eV
LUMO level = -0.0875 Ha
Net charge = +1
Multiplicity = 1

Positions of all 44 atoms, in Å:
1 Zr -0.636 -0.198 0.552
2 S -3.283 -0.405 0.458
3 S -1.837 2.098 1.171
4 S -0.499 -2.845 1.073
5 O -4.363 1.906 0.416
6 N 4.425 -0.751 -0.470
7 N 3.672 -0.499 1.739
8 N 1.355 0.210 1.445
9 N 5.831 -1.042 1.325
10 N -1.119 -0.720 3.065
11 N -1.860 -1.897 3.186
12 N -2.429 -3.974 2.484
13 C -0.324 0.285 -3.867
14 C -3.254 1.266 0.679
15 C 1.779 0.572 -2.572
16 C -0.145 2.062 -2.138
17 C 0.249 0.627 -2.490
18 C -4.419 3.348 0.538
19 C -1.673 -2.891 2.314
20 C -0.264 -0.387 -1.445
21 C 2.469 -0.141 1.508
22 C 4.619 -0.755 0.848
23 H 3.509 -0.569 -0.852
24 H 2.186 0.946 -1.626
25 H -2.495 -2.001 3.962
26 H 6.612 -1.239 0.727
27 H -5.438 3.607 0.278
28 H 2.112 -0.458 -2.738
29 H 0.289 2.375 -1.183
30 H -0.338 -0.739 3.713
31 H -2.359 -4.708 1.800
32 H 5.966 -1.025 2.321
33 H -0.024 -0.721 -4.173
34 H 0.210 2.765 -2.899
35 H -1.229 2.156 -2.064
36 H -1.415 0.316 -3.842
37 H 5.174 -0.942 -1.113
38 H -3.716 3.808 -0.152
39 H -4.194 3.653 1.557
40 H -3.203 -3.997 3.128
41 H -0.409 -1.364 -1.917
42 H 0.020 0.993 -4.628
43 H 2.163 1.201 -3.383
44 H -1.717 0.075 3.266

Here are the natural (NBO) charges for atoms 1 to 8, given in e: 1.464 -0.112 -0.209 -0.154 -0.474 -0.769 -0.632 -0.661



No. 6
The following is a DFT calculation (ωB97M-V with the def2-TZVPD basis set) of a single C10H22NP molecule in a non-equilibrium geometry.

Highest occupied orbital energy = -8.20 eV
Kohn-Sham gap = 9.051 eV
ΔE to the lowest compared entry with this formula, charge and spin = 0.00 kcal/mol
SMILES string = CC(C)(C)[C@@H]1[C@H](C(C)(C)C)P1N
LUMO level = 0.0313 Ha
Multiplicity = 1

Positions of all 34 atoms, in Å:
1 P 0.072 2.332 0.381
2 N -0.026 2.157 -1.330
3 C -1.783 -0.086 0.234
4 C -2.146 -1.398 0.968
5 C 0.834 0.672 0.884
6 C -1.604 -0.463 -1.217
7 C 1.514 -1.725 0.496
8 C -3.034 0.783 0.409
9 C 3.381 0.114 0.732
10 C 1.952 -0.042 -1.400
11 C 1.898 -0.294 0.237
12 C -0.681 0.641 0.941
13 H -0.871 0.120 -1.862
14 H 1.331 0.990 1.856
15 H -2.660 -1.309 1.950
16 H 0.651 2.539 -1.988
17 H -1.517 -1.522 -1.366
18 H 4.089 -0.182 -0.002
19 H -4.022 0.326 0.157
20 H 0.513 -1.830 0.196
21 H 1.809 -2.071 1.491
22 H 2.198 -2.247 -0.226
23 H -1.270 -1.998 1.012
24 H -2.944 -1.869 0.438
25 H 2.402 0.894 -1.571
26 H -0.839 2.571 -1.721
27 H -2.561 -0.336 -1.723
28 H 3.393 1.231 0.687
29 H 1.054 -0.181 -1.766
30 H -0.940 0.919 1.954
31 H -3.189 0.949 1.488
32 H 3.494 -0.423 1.653
33 H 2.527 -0.897 -1.707
34 H -3.024 1.634 -0.286

Here are the natural (NBO) charges for atoms 1 to 8, given in e: 0.789 -1.181 -0.126 -0.592 -0.479 -0.639 -0.624 -0.595



What did the second record say?
The following is a DFT calculation (ωB97M-V with the def2-TZVPD basis set) of a single C10H21NO4Si molecule in a non-equilibrium geometry.

Highest occupied orbital energy = -9.76 eV
Kohn-Sham gap = 10.496 eV
ΔE to the lowest compared entry with this formula, charge and spin = 0.00 kcal/mol
SMILES string = CCO[Si](CCCOC#N)(OCC)OCC
LUMO level = 0.0270 Ha
Multiplicity = 1

Positions of all 37 atoms, in Å:
1 Si -0.096 0.570 -0.401
2 O -0.932 0.055 -1.732
3 O 0.159 -0.920 0.319
4 O -0.939 1.631 3.841
5 O 1.471 1.271 -0.445
6 N -2.421 -0.236 3.522
7 C 0.116 1.574 2.979
8 C -1.142 1.641 0.774
9 C -1.669 -1.499 -3.476
10 C 3.732 1.351 -1.156
11 C -1.717 0.658 3.669
12 C -0.556 -1.000 -2.590
13 C -0.941 -1.632 0.818
14 C -0.218 2.373 1.707
15 C -0.879 -3.116 0.838
16 C 2.364 0.716 -1.326
17 H -0.973 -3.489 -0.157
18 H -0.795 3.251 2.057
19 H 3.694 2.406 -1.345
20 H -2.000 -0.597 -3.985
21 H -1.003 -1.320 1.837
22 H -1.772 0.978 1.364
23 H 1.013 1.925 3.632
24 H 0.209 -0.536 -3.233
25 H -1.583 2.283 0.061
26 H -2.464 -2.043 -2.986
27 H -0.087 -1.856 -2.085
28 H -1.320 -2.235 -4.267
29 H 1.980 0.758 -2.343
30 H 0.514 0.569 2.737
31 H 0.690 2.766 1.289
32 H -1.811 -1.259 0.365
33 H 4.418 0.871 -1.843
34 H 4.039 1.251 -0.112
35 H 2.410 -0.351 -1.146
36 H -1.670 -3.548 1.462
37 H 0.179 -3.258 1.356

Here are the natural (NBO) charges for atoms 1 to 8, given in e: 2.295 -0.913 -0.931 -0.462 -0.882 -0.434 -0.084 -0.915



Question: multiplicity of number 4 (C10H22Cl2IIrO3P2)?
Answer: 5